Record 1
This record from OMol25 describes a molecular structure, C11H27Cl2IrN2OP2. The level of theory is ωB97M-V/def2-TZVPD.

Geometry as XYZ:
```
46
Properties=species:S:1:pos:R:3:lowdin_spin:R:1
C -2.80203 1.98885 -4.50329 0.002
C -2.00030 1.61981 -3.30655 0.002
H -3.14589 3.01796 -4.40516 0.000
H -3.67101 1.32184 -4.56393 0.000
H -2.17044 1.91781 -5.39317 0.000
O -1.68817 2.29008 -2.34530 0.014
Cl -1.53804 -0.14005 -3.36179 0.069
Ir -0.00926 -0.63351 -0.37591 2.141
P -2.05264 -0.70849 0.51309 0.251
C -2.28632 0.28330 2.02799 0.031
C -3.41610 -0.13797 -0.55097 0.044
H -4.34314 -0.11484 0.03947 0.008
H -3.59002 -2.47445 1.16422 0.009
H -3.52682 -0.81286 -1.40989 0.000
H -2.29612 -3.06116 0.05485 0.001
H -2.29869 1.34683 1.76068 0.001
H -3.17688 0.87596 -0.88830 0.002
C -2.51936 -2.42660 0.92117 0.051
H -3.24618 0.02312 2.49361 0.006
H -1.93159 -2.78063 1.77649 0.000
H -1.48131 0.10878 2.75236 0.000
P 1.66872 0.52758 -1.26290 0.265
C 2.39570 1.82651 -0.21771 0.030
C 2.97538 -0.62215 -1.81641 0.056
H 0.69492 0.67355 -3.43994 0.001
H 2.14808 1.72026 -3.31239 0.009
H 0.57387 2.22144 -2.56685 0.000
C 1.23789 1.38523 -2.80471 0.052
H 2.49980 -1.43916 -2.37347 0.001
H 3.69588 -0.09957 -2.46024 0.009
H 3.35503 2.15802 -0.63162 0.006
H 2.55476 1.45678 0.80007 0.001
H 3.49248 -1.04723 -0.94756 0.000
H 1.71461 2.68353 -0.17624 0.001
Cl -0.14704 -2.41536 -1.81216 0.540
C 1.43178 -0.64150 4.72804 0.007
N 2.02780 -0.95784 3.41824 0.083
C 3.44361 -1.34124 3.41145 0.007
C 1.36144 -0.83523 2.31920 0.077
N 0.82037 -0.73533 1.27779 0.211
H 2.16985 -0.86333 5.50648 0.000
H 0.54095 -1.26124 4.90949 0.003
H 1.15378 0.42292 4.79784 0.003
H 3.57803 -2.28896 2.88278 0.002
H 4.06191 -0.58261 2.91731 0.003
H 3.74067 -1.44885 4.45384 0.000
```

Values from the calculation:
- charge = +2
- 2S+1 = 5
- calculated total energy (hartree) = -2326.8624
- orbital gap (spin up / spin down) (Eh) = 0.30931 / 0.24297

---

Record 2
This record from OMol25 describes 8 unconnected molecules or ions with the total composition C11H27Cl6N5O10. The level of theory is ωB97M-V/def2-TZVPD.

Geometry as XYZ:
```
59
Properties=species:S:1:pos:R:3:lowdin_spin:R:1
C -18.35851 -7.87981 5.53023 0.001
N -17.76388 -8.46291 6.77406 0.000
O -17.88137 -7.79599 7.85028 0.011
O -17.15703 -9.47806 6.69572 0.002
H -17.50638 -7.54405 4.93926 0.000
H -18.99216 -7.03549 5.80171 0.000
H -19.01360 -8.59683 5.03542 0.000
C -10.46856 -9.51900 8.61559 0.000
N -10.18210 -8.65038 7.45517 0.000
O -9.07123 -8.73925 6.93991 0.000
O -10.95533 -7.75854 7.13144 0.000
H -9.62243 -9.86096 9.21160 0.000
H -10.88131 -10.50994 8.42638 0.000
H -11.07373 -8.98376 9.34729 0.000
C -14.91497 -6.14059 9.18841 0.003
N -14.16754 -6.67187 8.05601 0.000
O -13.67381 -7.78229 8.24105 0.002
O -14.23584 -6.02317 6.97941 0.011
H -15.00545 -5.05762 9.10416 0.000
H -14.36203 -6.41131 10.08789 0.000
H -15.91292 -6.57749 9.22480 0.001
C -13.12124 -7.93628 4.82629 0.000
N -14.15602 -8.25186 3.79240 0.000
O -15.21720 -7.56676 3.72927 0.000
O -13.91143 -9.19983 2.97348 0.000
H -12.21524 -8.43253 4.47843 0.000
H -13.52585 -8.24918 5.78883 0.000
H -13.11167 -6.84772 4.77115 0.000
C -10.94562 -4.59699 6.43183 0.000
N -11.61985 -3.90087 7.57511 0.000
O -12.62929 -3.24737 7.37493 0.001
O -11.24427 -4.18855 8.71508 0.000
H -11.46166 -5.54247 6.26487 0.000
H -9.88372 -4.76872 6.60780 0.000
H -11.20992 -3.93548 5.60681 0.000
Cl -17.99534 -1.71961 5.36112 0.253
C -16.44880 -2.13402 5.98041 0.046
C -16.64971 -2.67363 7.41862 0.091
Cl -17.33926 -4.31180 7.34606 0.399
H -15.75727 -1.29241 5.94072 -0.001
H -16.12490 -2.99745 5.39930 0.008
H -17.26756 -2.12160 8.12688 0.003
H -15.66901 -2.74993 7.88819 0.039
Cl -12.27331 -12.18034 10.73716 0.000
C -13.98764 -11.71809 10.65469 0.000
C -14.25481 -10.54241 9.76801 0.000
Cl -15.78849 -9.64592 10.16598 0.001
H -14.17174 -11.35713 11.66657 0.000
H -14.57361 -12.59530 10.38038 0.000
H -14.32356 -10.82819 8.71839 0.000
H -13.52097 -9.74036 9.84732 0.000
Cl -18.55315 -7.44699 13.04294 0.017
C -18.36179 -7.03510 11.29953 0.001
C -18.85856 -5.68917 10.95150 0.011
Cl -17.80557 -4.34842 11.54660 0.091
H -18.76807 -7.89106 10.76067 0.001
H -17.31528 -7.07597 10.99745 0.000
H -19.81861 -5.63237 11.46449 0.004
H -19.24342 -5.48895 9.95155 0.003
```

Values from the calculation:
- charge = +1
- energy relative to the best compared isomer or geometry (same formula, charge and spin) (kcal/mol) = 3.2
- 2S+1 = 2
- calculated total energy (hartree) = -4221.7538
- orbital gap (spin up / spin down) (Eh) = 0.36311 / 0.09031

---

Record 3
This record from OMol25 describes 4 unconnected molecules or ions with the total composition C11H27N2O4S. The level of theory is ωB97M-V/def2-TZVPD.

Geometry as XYZ:
```
45
Properties=species:S:1:pos:R:3:nbo_charge:R:1
O 3.54663 -3.66313 0.96092 -0.743
C 4.15672 -2.48192 0.28374 -0.071
C 3.82941 -1.05515 1.08939 -0.490
C 2.69608 -0.23716 0.23266 0.208
C 1.32557 -1.05117 -0.15031 -0.078
N 0.49132 -0.05307 -0.92253 -0.345
C -0.85002 -0.47815 -1.47829 -0.239
C -2.12776 -0.22834 -0.48195 -0.446
C -2.19835 -1.26016 0.80861 -0.528
S -2.21738 -0.27529 2.44608 -0.049
C 1.27310 1.24100 -1.01151 0.239
N 2.63654 1.17512 -0.30583 -0.539
H 2.83175 -3.36707 1.59810 0.472
H 5.33629 -2.64858 0.22446 0.225
H 3.69923 -2.48021 -0.81829 0.199
H 3.33740 -1.30912 2.14695 0.268
H 4.79995 -0.41100 1.20728 0.261
H 1.08928 -2.16847 0.10429 0.291
H -0.75527 -1.64388 -1.71445 0.246
H -1.09847 0.05296 -2.50537 0.258
H -2.25936 0.89563 -0.13511 0.259
H -3.10301 -0.46696 -1.12782 0.247
H -1.35956 -2.08678 0.80035 0.208
H -3.23057 -1.85966 0.81980 0.255
H -1.46599 0.87241 2.14632 0.133
H 0.91560 2.20573 -1.57621 0.283
H 3.38568 1.89578 -0.21353 0.479
C -4.07069 3.73496 -0.02995 -0.247
O -2.65743 3.71219 -0.11007 -0.744
H -4.43970 2.70840 0.02947 0.184
H -4.37710 4.28230 0.86482 0.179
H -4.47939 4.21563 -0.92212 0.160
H -2.35910 4.63612 -0.16157 0.472
C -4.35268 5.61010 -4.02145 -0.247
O -3.06010 5.70568 -3.45195 -0.721
H -4.43369 6.32785 -4.84110 0.193
H -4.50776 4.59988 -4.40806 0.160
H -5.10418 5.84081 -3.26247 0.162
H -3.01794 5.05778 -2.72825 0.453
C 3.76634 -6.24538 3.60806 -0.245
O 3.31694 -4.90683 3.50523 -0.744
H 3.62819 -6.58849 4.63604 0.189
H 3.18492 -6.87877 2.93364 0.163
H 4.82670 -6.29557 3.34894 0.165
H 3.45184 -4.63004 2.58301 0.466
```

Values from the calculation:
- charge = +1
- energy relative to the best compared isomer or geometry (same formula, charge and spin) (kcal/mol) = 130.1
- 2S+1 = 1
- calculated total energy (hartree) = -1243.4280
- orbital gap (Eh) = 0.28385

---

Record 4
This record from OMol25 describes 2 unconnected molecules or ions with the total composition C11H27NO6P2. The level of theory is ωB97M-V/def2-TZVPD.

Geometry as XYZ:
```
47
Properties=species:S:1:pos:R:3:nbo_charge:R:1
C 4.56828 -0.67891 -1.00213 -0.623
C 3.50904 -1.60188 -0.34979 -0.204
C 3.57592 -1.45201 1.17951 -0.611
C 2.08494 -1.41812 -0.91439 -0.237
C 2.09182 -1.89123 -2.37428 -0.607
C 1.64152 0.01704 -0.77637 -0.063
O 0.20776 0.11491 -0.86862 -0.543
C -0.29351 1.34809 -0.53926 0.239
C -1.23998 1.88102 -1.60895 -0.107
O -1.55414 3.22480 -1.37988 -0.515
C -2.01100 3.46225 -0.03567 -0.098
C -2.21998 2.20187 0.77783 -0.299
N -0.94423 1.39080 0.83766 -0.623
P -1.21948 -0.16698 1.71751 0.421
P -2.29800 -1.57310 0.43134 2.072
O -3.25635 -2.38245 1.15358 -1.035
O -1.18214 -2.54518 -0.22857 -1.012
O -2.97524 -0.82610 -0.81966 -0.982
H 4.16050 0.25127 -1.39181 0.198
H 5.28925 -0.40815 -0.23469 0.216
H 5.09105 -1.19179 -1.80414 0.220
H 3.79732 -2.62183 -0.60015 0.205
H 4.47466 -1.95699 1.52312 0.223
H 3.62834 -0.39769 1.44164 0.197
H 2.72726 -1.94441 1.65343 0.205
H 1.42209 -2.08989 -0.36824 0.225
H 1.10145 -1.91066 -2.82030 0.217
H 2.51007 -2.89608 -2.37627 0.214
H 2.77110 -1.27688 -2.96557 0.204
H 2.07825 0.62014 -1.57271 0.186
H 1.94437 0.40687 0.19985 0.173
H 0.53922 2.05702 -0.51308 0.187
H -2.12575 1.25455 -1.73349 0.198
H -0.67165 1.82698 -2.53476 0.215
H -2.95820 3.99183 -0.09967 0.231
H -1.28881 4.13918 0.42638 0.183
H -3.06309 1.59178 0.46507 0.260
H -2.43454 2.51446 1.80281 0.300
H -0.31740 1.93096 1.43601 0.441
H 0.06570 -0.75441 1.86293 0.007
H -1.27516 -3.42014 0.18198 0.524
H -2.57221 -1.19879 -1.62433 0.517
C -4.67806 0.50131 2.91199 -0.185
O -4.35785 1.60588 3.58997 -0.947
H -5.10210 0.65184 1.87029 0.049
H -3.81433 -0.18488 2.70827 0.057
H -5.42668 -0.19630 3.36561 0.107
```

Values from the calculation:
- energy relative to the best compared isomer or geometry (same formula, charge and spin) (kcal/mol) = 137.0
- 2S+1 = 1
- calculated total energy (hartree) = -1624.1013
- orbital gap (Eh) = 0.15993

---

Record 5
This record from OMol25 describes a molecular structure, C11H28Cl2NO2PSn. The level of theory is ωB97M-V/def2-TZVPD.

Geometry as XYZ:
```
46
Properties=species:S:1:pos:R:3:nbo_charge:R:1
Sn -0.48306 0.00227 1.34582 1.382
Cl 0.76311 -2.09637 0.96834 -0.609
Cl -1.75855 2.09079 0.98809 -0.651
H 0.96439 0.91601 1.17106 -0.173
H -1.71684 -0.68331 0.32925 -0.160
P 0.90075 -0.10270 -3.45954 0.723
C 0.73304 -1.84117 -3.90227 -0.503
C -0.26837 1.08807 -4.16737 -0.501
C 2.62375 0.30567 -3.11258 -0.495
C -0.34286 -2.47506 -3.00495 -0.606
H 1.70853 -2.27239 -3.61008 0.231
C 0.53065 -2.12195 -5.39512 -0.611
H -0.39406 -1.67053 -5.78376 0.201
H 0.45973 -3.20872 -5.52617 0.202
H 1.38640 -1.77038 -5.98879 0.208
H -0.13304 -2.27875 -1.94429 0.245
H -0.34448 -3.55875 -3.16851 0.193
H -1.34457 -2.08821 -3.23148 0.198
H 2.93748 -0.56685 -2.51147 0.237
C 2.73091 1.55304 -2.21765 -0.607
C 3.50383 0.36871 -4.36512 -0.614
H 3.68450 -0.63343 -4.77641 0.207
H 4.47705 0.78847 -4.08871 0.198
H 3.06380 1.00186 -5.14913 0.201
H 1.92578 1.58279 -1.46761 0.232
H 2.71177 2.47957 -2.80688 0.198
H 3.68420 1.51379 -1.68018 0.207
C -1.72881 0.68483 -3.90921 -0.603
H -0.03979 0.99383 -5.24744 0.196
C -0.02985 2.54018 -3.72909 -0.603
H -1.94350 -0.34873 -4.20241 0.206
H -2.37802 1.32339 -4.51809 0.205
H -2.00206 0.80957 -2.84844 0.224
H -0.24386 2.69104 -2.65711 0.222
H -0.70284 3.18615 -4.30550 0.208
H 0.98909 2.88140 -3.93916 0.207
N -1.52575 0.82309 5.70258 -0.678
C -0.21012 0.12571 5.73922 -0.331
C 0.18921 -0.09898 4.29640 0.753
O 1.33990 -0.32737 3.95990 -0.550
O -0.85789 0.06493 3.49258 -0.841
H -1.38058 1.83030 5.61049 0.440
H -2.07106 0.70095 6.54906 0.427
H -2.04870 0.50334 4.85722 0.491
H 0.50818 0.75002 6.26317 0.247
H -0.33235 -0.83857 6.24567 0.247
```

Values from the calculation:
- 2S+1 = 1
- calculated total energy (hartree) = -2117.1436
- orbital gap (Eh) = 0.17360